Record 1
This record from the OMol25 dataset describes C63H57BBrCsF4GeN6O3P as an isolated structure at a distorted geometry. The level of theory is ωB97M-V with the def2-TZVPD basis set.

ORCA input file:
```
! wB97M-V def2-TZVPD RIJCOSX def2/J DEFGRID3
* xyz -2 2
Cs 0.0385 -0.2477 0.1153
C 4.5334 -2.9258 1.2665
C 3.1184 -2.4210 1.1924
N 2.6424 -1.7424 0.2125
N 3.4996 -1.4867 -0.8247
C 3.0040 -0.6444 -1.7165
O 1.8921 -0.0619 -1.7441
C 3.9863 -0.3187 -2.8181
C 3.6471 0.6467 -3.7588
C 4.5359 1.0066 -4.7611
C 5.7796 0.3988 -4.8361
C 6.1256 -0.5702 -3.9021
C 5.2377 -0.9245 -2.9009
C 2.2004 -2.7241 2.3192
C 2.6574 -3.3735 3.4696
C 1.7654 -3.6537 4.4899
C 0.4349 -3.3054 4.3374
C 0.0667 -2.6774 3.1541
N 0.9155 -2.3766 2.1871
H 5.0309 -2.7149 0.3252
H 4.5556 -4.0008 1.4588
H 5.0821 -2.4320 2.0727
H 2.6845 1.1302 -3.6717
H 4.2576 1.7673 -5.4803
H 6.4795 0.6809 -5.6134
H 7.0978 -1.0467 -3.9539
H 5.4913 -1.6690 -2.1606
H 3.6984 -3.6475 3.5665
H 2.1096 -4.1456 5.3927
H -0.3019 -3.5105 5.1004
H -0.9666 -2.4081 2.9728
C -5.5728 -0.6258 -0.9561
C -4.3357 0.2019 -1.2292
O -3.2973 -0.2961 -1.6094
N -4.4930 1.5466 -1.0586
C -3.3786 2.4838 -1.1579
C -3.0260 3.0362 0.2025
C -3.6073 4.2020 0.6867
C -3.3031 4.6202 1.9754
C -2.4367 3.8601 2.7406
C -1.9081 2.7096 2.1705
N -2.1862 2.3079 0.9351
H -5.2897 -1.6731 -0.8989
H -6.2850 -0.4957 -1.7731
H -6.0641 -0.3235 -0.0300
H -5.3316 1.8621 -0.5988
H -3.6303 3.2880 -1.8549
H -2.5366 1.9303 -1.5752
H -4.2751 4.7761 0.0554
H -3.7334 5.5323 2.3718
H -2.1468 4.1367 3.7447
H -1.2058 2.1083 2.7356
O -1.3589 1.3739 -3.7615
N -1.3635 0.1225 -4.0292
C -2.5224 -0.5082 -4.3129
C -2.5524 -1.8508 -4.6121
C -1.3764 -2.5820 -4.6468
C -0.1947 -1.9170 -4.3608
C -0.2090 -0.5807 -4.0341
H -3.3915 0.1260 -4.2519
H -3.5111 -2.3158 -4.7928
H -1.3798 -3.6417 -4.8565
H 0.7538 -2.4329 -4.3488
H 0.6684 -0.0356 -3.7214
F -1.1503 2.2739 5.6019
B 0.0460 2.9841 5.4024
F 0.5564 2.6602 4.1292
F 0.9645 2.6638 6.3930
F -0.2369 4.3618 5.4280
Ge -1.5712 -3.2367 -0.5155
C -0.7163 -4.8488 -1.4327
C 0.3883 -4.6550 -2.2588
C 1.0970 -5.7153 -2.8129
C 0.7069 -7.0187 -2.5516
C -0.3906 -7.2441 -1.7288
C -1.0810 -6.1739 -1.1805
C -3.5029 -3.8612 -0.6113
C -4.1342 -4.1603 -1.8216
C -5.4899 -4.4477 -1.9006
C -6.2738 -4.4396 -0.7543
C -5.6742 -4.1526 0.4650
C -4.3156 -3.8746 0.5263
H -1.3871 -3.9081 0.9278
H 0.7248 -3.6413 -2.4461
H 1.9637 -5.5219 -3.4359
H 1.2585 -7.8529 -2.9721
H -0.6993 -8.2607 -1.5075
H -1.9329 -6.3679 -0.5365
H -3.5434 -4.1633 -2.7330
H -5.9407 -4.6804 -2.8601
H -7.3338 -4.6621 -0.8093
H -6.2679 -4.1563 1.3731
H -3.8642 -3.6692 1.4914
Br -5.8392 -1.8030 5.9960
C -4.5527 -1.2302 4.7090
C -4.8734 -1.3226 3.3652
C -3.9358 -0.9000 2.4204
C -2.7432 -0.4365 2.9024
C -2.3875 -0.3235 4.2190
C -3.3379 -0.7352 5.1547
H -5.8313 -1.7203 3.0518
H -4.1379 -0.9793 1.3608
H -1.4502 0.1024 4.5425
H -3.1295 -0.6520 6.2126
C 3.5821 6.8243 3.0254
C 4.1304 6.3509 1.8373
C 3.5188 5.3143 1.1567
C 2.3471 4.7399 1.6471
C 1.8014 5.2213 2.8313
C 2.4207 6.2580 3.5212
P 1.4910 3.3335 0.8170
C 2.9814 2.2570 0.6886
C 3.2218 1.4713 1.8133
C 4.3816 0.7184 1.9099
C 5.3074 0.7366 0.8789
C 5.0679 1.5063 -0.2505
C 3.9078 2.2577 -0.3494
C 1.3023 4.0135 -0.8775
C 1.1904 3.1498 -1.9693
C 0.8884 3.6437 -3.2288
C 0.6956 5.0037 -3.4212
C 0.7964 5.8684 -2.3421
C 1.0924 5.3769 -1.0802
H 4.0722 7.6255 3.5660
H 5.0418 6.7874 1.4471
H 3.9557 4.9428 0.2372
H 0.9105 4.7653 3.2412
H 1.9917 6.6009 4.4529
H 2.5016 1.4663 2.6242
H 4.5501 0.1079 2.7877
H 6.2028 0.1308 0.9399
H 5.7729 1.4995 -1.0727
H 3.7231 2.8387 -1.2445
H 1.3407 2.0809 -1.8505
H 0.7633 2.9523 -4.0507
H 0.4529 5.3855 -4.4054
H 0.6370 6.9310 -2.4785
H 1.1585 6.0619 -0.2437
*
```

E_HOMO (spin up / spin down)   -1.90 / -1.90 eV
<S²>   0.759
ΔE to the lowest compared entry with this formula, charge and spin   0.00 kJ/mol
E_tot   -229287.061 eV
Molecular weight   1349.4 g/mol
Maximum force   0.0249 Eh/bohr



Record 2
This record from the OMol25 dataset describes a 9-piece molecular cluster, C63H60N10O20 overall at a distorted geometry. The level of theory is ωB97M-V with the def2-TZVPD basis set.

ORCA input file:
```
! wB97M-V def2-TZVPD RIJCOSX def2/J DEFGRID3
* xyz 0 1
C 0.3776 -0.0527 0.1023
C 0.5948 -0.7578 -1.2515
C -0.5501 -1.7078 -1.7075
C -1.7780 -0.8457 -2.0411
C -0.7831 -2.9709 -0.8126
C 0.4931 -3.2372 -0.0661
N 1.4919 -3.2983 0.4944
C -0.9403 -4.1850 -1.8103
C 0.4034 -4.8559 -2.1236
O 1.1065 -4.5192 -3.0302
C -1.9940 -3.0300 0.1643
C -2.2303 -1.8259 1.0890
C -3.2842 -3.2625 -0.5648
N -4.2170 -3.2883 -1.2330
C -1.8648 -4.3030 1.1129
C -1.3726 -4.0181 2.5287
O -2.1306 -3.7706 3.4061
O -0.0027 -4.0714 2.8701
C 0.4225 -5.3696 2.7173
C 1.9000 -5.6273 2.4967
O -0.3517 -6.2807 2.7661
H -0.6460 0.2653 0.2793
H 0.9784 0.8646 0.0899
H 0.7783 -0.6317 0.9387
H 0.6003 0.0363 -2.0080
H 1.5754 -1.2278 -1.3450
H -0.1970 -2.0858 -2.6711
H -2.6674 -1.4040 -2.3355
H -1.4993 -0.2725 -2.9321
H -1.9977 -0.0855 -1.2945
H -1.3633 -3.8437 -2.7545
H -1.5924 -4.9682 -1.4155
H 0.7145 -5.7104 -1.4895
H -3.0157 -2.1147 1.7918
H -2.6294 -0.9432 0.5859
H -1.3556 -1.5125 1.6575
H -2.8565 -4.7306 1.2439
H -1.2472 -5.0887 0.6736
H 2.4675 -5.2672 3.3589
H 2.0409 -6.7048 2.4449
H 2.2676 -5.1922 1.5706
O -3.3140 1.2232 0.5569
N -3.2690 1.8700 -0.4750
O -2.2401 2.1688 -1.0453
C -4.5310 2.3113 -1.0657
C -5.7208 2.0100 -0.4239
C -6.9114 2.4486 -0.9827
C -6.9008 3.1762 -2.1673
C -5.6993 3.4602 -2.8033
C -4.5062 3.0285 -2.2523
H -5.7295 1.4443 0.4963
H -7.8495 2.2247 -0.4918
H -7.8306 3.5202 -2.5961
H -5.6977 4.0194 -3.7184
H -3.5729 3.2534 -2.7474
O -6.2573 4.5047 -6.0464
N -5.0863 4.2476 -6.2382
O -4.4459 3.4449 -5.5844
C -4.3976 4.9510 -7.3221
C -5.0890 5.8950 -8.0622
C -4.4270 6.5719 -9.0737
C -3.0917 6.2979 -9.3354
C -2.4142 5.3426 -8.5886
C -3.0673 4.6625 -7.5744
H -6.1283 6.1072 -7.8590
H -4.9527 7.3142 -9.6578
H -2.5763 6.8293 -10.1235
H -1.3741 5.1287 -8.7970
H -2.5397 3.9206 -6.9931
O 3.4763 -6.1232 8.0534
N 3.7019 -4.9591 8.3248
O 4.4354 -4.5953 9.2185
C 3.0425 -3.9291 7.5165
C 2.1731 -4.3135 6.5090
C 1.5379 -3.3355 5.7594
C 1.7794 -1.9932 6.0209
C 2.6607 -1.6237 7.0288
C 3.2982 -2.5948 7.7848
H 1.9858 -5.3582 6.3061
H 0.8526 -3.6170 4.9730
H 1.2788 -1.2321 5.4365
H 2.8483 -0.5758 7.2261
H 3.9819 -2.3076 8.5704
O -2.9059 4.5165 -11.6733
N -2.9415 3.3974 -11.2027
O -3.8431 2.9737 -10.5111
C -1.8116 2.5035 -11.4755
C -0.7471 2.9700 -12.2279
C 0.3284 2.1286 -12.4640
C 0.3273 0.8374 -11.9525
C -0.7522 0.3814 -11.2072
C -1.8307 1.2171 -10.9642
H -0.7464 3.9741 -12.6257
H 1.1695 2.4810 -13.0451
H 1.1711 0.1846 -12.1343
H -0.7519 -0.6250 -10.8121
H -2.6691 0.8639 -10.3819
O 4.9246 3.6682 5.7782
N 4.9500 2.5223 6.1738
O 4.1069 2.0223 6.8919
C 6.0749 1.6788 5.7542
C 7.0711 2.2211 4.9606
C 8.1395 1.4218 4.5851
C 8.1984 0.0971 5.0002
C 7.1860 -0.4341 5.7886
C 6.1171 0.3605 6.1705
H 7.0249 3.2506 4.6375
H 8.9281 1.8327 3.9701
H 9.0363 -0.5226 4.7088
H 7.2313 -1.4662 6.1084
H 5.3321 -0.0532 6.7859
O -7.2507 5.8932 -1.9405
N -7.2401 7.0069 -1.4531
O -7.2466 8.0390 -2.0894
C -7.2079 7.1036 0.0099
C -7.1561 5.9409 0.7593
C -7.1034 6.0343 2.1410
C -7.1069 7.2802 2.7549
C -7.1679 8.4371 1.9886
C -7.2179 8.3527 0.6062
H -7.1518 4.9715 0.2811
H -7.0563 5.1347 2.7394
H -7.0606 7.3498 3.8339
H -7.1729 9.4059 2.4688
H -7.2622 9.2520 0.0098
O 7.6942 -9.1731 7.1409
N 7.8297 -9.6302 8.2574
O 8.7890 -10.2779 8.6232
C 6.7596 -9.3845 9.2311
C 5.6358 -8.6787 8.8366
C 4.6187 -8.4656 9.7523
C 4.7366 -8.9546 11.0470
C 5.8743 -9.6540 11.4311
C 6.8947 -9.8732 10.5198
H 5.5433 -8.2970 7.8306
H 3.7381 -7.9214 9.4559
H 3.9387 -8.7900 11.7597
H 5.9649 -10.0310 12.4408
H 7.7782 -10.4186 10.8167
O 3.6792 1.6659 -5.1443
N 3.7189 2.7876 -4.6833
O 3.7261 3.8051 -5.3449
C 3.7615 2.9235 -3.2226
C 3.7887 1.7849 -2.4370
C 3.8489 1.9134 -1.0600
C 3.8762 3.1750 -0.4800
C 3.8405 4.3106 -1.2798
C 3.7834 4.1885 -2.6602
H 3.7681 0.7999 -2.8801
H 3.8744 1.0283 -0.4386
H 3.9259 3.2739 0.5968
H 3.8591 5.2925 -0.8274
H 3.7575 5.0719 -3.2809
*
```

SMILES string   CC[C@H](C)[C@](C#N)(CC=O)[C@@](C)(C#N)CC(=O)OC(C)=O.O=[N+]([O-])c1ccccc1.O=[N+]([O-])c1ccccc1.O=[N+]([O-])c1ccccc1.O=[N+]([O-])c1ccccc1.O=[N+]([O-])c1ccccc1.O=[N+]([O-])c1ccccc1.O=[N+]([O-])c1ccccc1.O=[N+]([O-])c1ccccc1
E_HOMO   -9.77 eV
E_tot   -122132.399 eV
Molecular weight   1277.2 g/mol
Maximum force   0.0292 Eh/bohr



Record 3
This record from the OMol25 dataset describes C63H92N8O3Sr as an isolated structure at a distorted geometry. The level of theory is ωB97M-V with the def2-TZVPD basis set.

ORCA input file:
```
! wB97M-V def2-TZVPD RIJCOSX def2/J DEFGRID3
* xyz -2 1
Sr 1.1121 -0.1391 -0.8235
C 6.9370 -0.5906 1.4023
C 6.5936 -1.5887 0.2886
C 5.1184 -1.8201 0.1705
C 4.3880 -2.8350 0.7228
C 4.8733 -3.9396 1.6110
C 5.2827 -5.1880 0.8194
C 3.0193 -2.6463 0.2768
C 1.9504 -3.5170 0.5175
C 0.6493 -3.4298 0.0096
C -0.3601 -4.4717 0.1346
C -0.1716 -5.7932 0.8131
C 0.5981 -6.7894 -0.0644
C -1.4541 -4.0296 -0.5522
C -1.0951 -2.7315 -1.1079
C -1.8795 -2.0329 -2.0327
C -1.5304 -0.9274 -2.8115
N -0.3772 -0.2297 -2.6996
C -0.3582 0.6963 -3.6816
C 0.7027 1.5803 -3.9138
C 1.9621 1.5629 -3.3095
N 2.4474 0.5439 -2.5685
C 3.6610 0.9247 -2.1103
C 4.4943 0.1675 -1.2879
C 4.1852 -1.0101 -0.5921
N 2.9450 -1.5385 -0.4958
C 3.9863 2.2690 -2.5962
C 2.9329 2.6613 -3.3609
C 2.6146 3.9263 -4.1088
C 3.6904 5.0082 -4.1694
C 5.2267 2.9960 -2.1699
C 6.4577 2.5963 -2.9928
C -1.5905 0.6222 -4.4522
C -2.3214 -0.3935 -3.9112
C -3.6374 -0.9260 -4.3876
C -4.8285 -0.3545 -3.6075
C -1.9483 1.4919 -5.6164
C -1.3093 1.0038 -6.9229
N 0.1534 -2.3916 -0.7059
C -2.7602 -4.7356 -0.7549
C -2.7620 -5.5941 -2.0275
H 8.0115 -0.3925 1.4387
H 6.6221 -0.9808 2.3719
H 6.4142 0.3530 1.2379
H 7.0950 -2.5397 0.4903
H 6.9764 -1.2128 -0.6633
H 4.0822 -4.2074 2.3163
H 5.7249 -3.5937 2.2030
H 4.4391 -5.5582 0.2348
H 5.6266 -5.9853 1.4840
H 6.0897 -4.9494 0.1243
H 2.1731 -4.3961 1.1150
H -1.1476 -6.2150 1.0661
H 0.3719 -5.6556 1.7526
H 0.0540 -6.9878 -0.9884
H 0.7534 -7.7396 0.4543
H 1.5709 -6.3792 -0.3399
H -2.8628 -2.4495 -2.2245
H 0.5093 2.3794 -4.6208
H 5.4895 0.5613 -1.1175
H 1.7111 4.3573 -3.6669
H 2.3563 3.6442 -5.1356
H 3.8346 5.4734 -3.1952
H 3.3859 5.7886 -4.8701
H 4.6446 4.5992 -4.5058
H 5.3803 2.7859 -1.1103
H 5.0776 4.0695 -2.2453
H 6.6084 1.5155 -2.9680
H 7.3588 3.0810 -2.6074
H 6.3327 2.8850 -4.0392
H -3.6373 -2.0159 -4.3022
H -3.7599 -0.6877 -5.4483
H -4.7054 -0.5289 -2.5377
H -5.7663 -0.8113 -3.9345
H -4.9002 0.7237 -3.7604
H -1.6254 2.5167 -5.4152
H -3.0344 1.5206 -5.7336
H -0.2223 0.9972 -6.8320
H -1.5885 1.6453 -7.7633
H -1.6326 -0.0149 -7.1463
H -3.5633 -3.9977 -0.8165
H -2.9699 -5.3722 0.1084
H -2.5119 -4.9794 -2.8934
H -3.7385 -6.0558 -2.1972
H -2.0163 -6.3860 -1.9497
C -3.3599 1.9910 1.7187
C -2.8364 3.1360 1.0764
C -3.2905 3.0838 -0.2865
C -4.0474 1.9015 -0.4132
C -4.0906 1.2165 0.8115
C -4.7107 -0.1458 1.0450
C -6.0868 -0.2375 0.3711
C -3.7981 -1.2292 0.4433
C -4.8798 -0.4276 2.5401
C -3.0728 3.9890 -1.5050
C -3.3207 5.4772 -1.2092
C -4.0638 3.6249 -2.6256
C -1.6772 3.7675 -2.1082
C -1.9781 4.1264 1.8692
C -0.7300 4.6145 1.1180
C -2.8188 5.3317 2.3355
C -1.4350 3.4534 3.1448
H -3.2099 1.7315 2.7575
H -4.5220 1.5487 -1.3201
H -5.9862 -0.1324 -0.7109
H -6.7367 0.5653 0.7249
H -6.5669 -1.2019 0.5806
H -3.6562 -1.0465 -0.6230
H -4.2136 -2.2380 0.5824
H -2.8103 -1.1887 0.9098
H -5.5386 0.3161 2.9941
H -3.9155 -0.3902 3.0520
H -5.3144 -1.4213 2.7007
H -4.3180 5.6037 -0.7810
H -3.2623 6.0679 -2.1319
H -2.5961 5.8821 -0.5089
H -5.0966 3.6827 -2.2753
H -3.8749 2.6175 -3.0024
H -3.9438 4.3226 -3.4623
H -0.8801 4.0276 -1.4160
H -1.5405 4.3438 -3.0343
H -1.5779 2.7077 -2.3298
H -0.9686 5.2635 0.2792
H -0.1669 3.7556 0.7466
H -0.0795 5.1860 1.7898
H -3.2244 5.8883 1.4913
H -2.2203 6.0157 2.9530
H -3.6607 4.9779 2.9351
H -0.9184 2.5268 2.8886
H -2.2339 3.2311 3.8548
H -0.7280 4.1247 3.6442
C 2.1627 2.5104 3.2527
C 2.2816 1.3922 2.2171
C 3.3973 0.4298 2.6146
O 1.0439 0.7060 2.0580
C 2.6217 2.0440 0.8356
O 3.6379 2.7549 0.7896
O 1.8162 1.7743 -0.0924
H 2.0186 2.1027 4.2600
H 1.3201 3.1554 3.0056
H 3.0767 3.1036 3.2349
H 3.2403 0.0484 3.6301
H 4.3492 0.9606 2.5819
H 3.4472 -0.4152 1.9238
H 0.9458 0.0566 2.7777
C -0.9554 -0.6425 4.3640
N -1.7623 -1.4434 5.2916
C -2.1301 -2.6884 4.6117
N -0.9541 -3.4485 4.1809
C -0.1601 -2.6082 3.2752
N 0.2542 -1.3634 3.9388
C 1.0413 -1.7022 5.1191
N 0.2809 -2.5270 6.0696
C -0.9289 -1.7813 6.4424
C -0.1443 -3.7408 5.3603
H -0.6654 0.2856 4.8628
H -1.5496 -0.3944 3.4825
H -2.7489 -2.4505 3.7441
H -2.7120 -3.3055 5.3027
H -0.7577 -2.3611 2.3954
H 0.7188 -3.1604 2.9417
H 1.3558 -0.7827 5.6198
H 1.9303 -2.2580 4.8100
H -0.6270 -0.8592 6.9456
H -1.5123 -2.3894 7.1396
H -0.7285 -4.3587 6.0484
H 0.7443 -4.2968 5.0497
*
```

E_HOMO   -0.91 eV
ΔE to the lowest compared entry with this formula, charge and spin   54.19 kJ/mol
E_tot   -85728.921 eV
Molecular weight   1097.1 g/mol
Maximum force   0.0568 Eh/bohr